# 1
ORCA calculation (ωB97M-V with the def2-TZVPD basis set) on C28H32Cl4N2O7SiTi as an isolated structure at a distorted geometry.

The geometry in XYZ format:
```
75
Properties=species:S:1:pos:R:3:forces:R:3
Ti 11.1782 15.5769 10.6495 1.1 -0.7 0.0
Cl 4.4920 18.0670 13.2295 0.6 -0.2 -0.3
C 6.0208 17.5318 12.5098 -1.8 0.5 0.7
C 6.8041 16.6627 13.2125 -0.7 -1.1 0.8
C 7.9423 16.1650 12.6463 0.1 0.7 -1.6
Cl 8.9270 15.1263 13.4992 0.8 -1.2 1.0
C 8.3562 16.5264 11.3307 -1.9 0.9 2.5
O 9.4602 16.0479 10.8633 0.3 0.1 -0.9
C 7.5431 17.5008 10.7320 1.2 -1.4 0.0
Cl 8.1582 18.0446 9.2401 -0.1 0.7 -1.1
C 6.3516 17.9442 11.2615 0.8 0.7 -0.9
H 6.4069 16.1773 14.1071 0.4 0.6 0.0
H 5.8193 18.6555 10.6666 -0.6 0.3 0.1
C 11.0428 19.5668 11.0060 -0.6 -1.4 0.5
C 12.1058 18.5944 10.5492 1.5 -0.8 0.3
C 13.1557 19.3478 9.7042 0.0 -1.0 0.5
O 11.5343 17.5286 9.6441 1.2 1.0 1.6
C 12.7750 17.7853 11.7692 -0.9 -0.3 -1.6
O 13.7882 18.1633 12.2997 -0.7 -0.3 0.1
O 12.0759 16.6659 12.0049 0.7 0.6 -0.2
H 10.6325 19.9251 10.1033 -0.7 1.0 -1.0
H 11.4422 20.3687 11.5927 0.4 0.4 0.2
H 10.2050 19.1258 11.5650 0.4 -0.2 0.0
H 12.6109 19.9168 8.9778 -0.2 0.7 -0.4
H 13.7255 18.6118 9.1235 0.2 0.2 0.4
H 13.8166 19.9889 10.3116 -0.4 -0.4 -0.2
H 10.6877 17.8520 9.3648 -1.0 0.2 -0.5
C 15.0303 15.0893 11.2094 0.1 0.3 1.8
C 14.5070 14.7195 9.8953 -2.8 1.5 0.7
C 15.2425 14.2750 8.8669 1.6 -0.6 -2.2
C 14.5767 14.1853 7.6023 0.7 -0.1 1.7
C 13.2240 14.3911 7.4757 0.9 -0.5 -1.0
C 12.4977 14.7615 8.5841 -0.7 0.9 1.7
N 13.1718 15.0262 9.7295 0.1 -0.7 0.0
N 11.1313 14.9741 8.7739 0.5 0.1 -0.4
Si 9.9066 14.3800 7.6014 1.1 -1.2 1.3
C 10.5288 12.6392 7.3644 -1.0 -1.4 1.9
C 8.1818 14.4244 8.2958 -1.2 -0.2 -0.3
C 10.0192 15.1804 5.9866 1.3 -0.4 -1.8
H 15.4674 16.0880 11.2154 0.0 0.1 -0.2
H 15.7999 14.4156 11.5546 0.3 -0.3 0.0
H 14.2554 15.1204 11.9985 0.2 -0.1 -0.6
H 16.3575 14.0807 9.0062 -1.8 0.2 -0.4
H 15.1525 13.9121 6.7500 0.3 -0.2 -0.6
H 12.8087 14.1941 6.5147 -0.6 0.1 -0.4
H 11.3857 12.5106 8.0639 -0.4 -0.1 -0.7
H 10.7753 12.2843 6.3790 0.1 0.0 -0.4
H 9.7275 11.9475 7.8026 1.0 0.7 -0.7
H 8.1738 14.1881 9.3772 0.0 0.1 -0.6
H 7.5539 13.6201 7.7722 0.9 1.1 0.6
H 7.6764 15.4062 8.1092 0.4 -0.8 0.2
H 11.0413 15.4724 5.6252 -0.9 -0.2 0.6
H 9.3888 16.0142 5.9687 -0.9 1.6 -0.2
H 9.6383 14.4923 5.2074 0.0 0.2 0.4
C 14.2749 12.6962 14.2609 -1.9 -1.7 0.1
C 14.1416 11.7247 13.0460 2.7 1.6 1.4
C 15.3940 11.3513 12.4914 -2.0 -0.5 -0.9
C 15.3664 10.5846 11.3366 0.4 -0.2 -0.8
Cl 16.8065 9.9915 10.5160 0.2 0.4 0.4
C 14.1887 10.2504 10.6666 0.1 0.0 0.6
C 12.9983 10.5712 11.2934 -0.8 -0.1 -1.2
C 12.9754 11.3313 12.4590 -1.4 -0.5 0.3
O 11.7858 11.6161 13.1362 0.3 0.6 -1.0
C 10.5896 11.6402 12.3351 0.7 -0.8 2.4
C 10.3704 12.7395 11.3760 0.2 2.4 -2.5
O 9.6437 12.5224 10.4081 0.8 0.5 1.5
O 11.0472 13.9198 11.5317 -0.6 -1.9 0.2
H 14.2904 12.1284 15.2339 0.1 0.5 -0.9
H 13.4136 13.3681 14.2997 0.0 -0.1 0.0
H 15.1486 13.2927 14.1748 0.9 0.4 -0.1
H 16.2858 11.7523 12.9108 0.6 -0.1 0.3
H 14.2463 9.7492 9.6892 -0.2 0.2 0.7
H 12.0647 10.2710 10.7854 0.7 0.2 0.4
H 9.7924 11.5807 13.1011 0.1 0.2 -0.6
H 10.5647 10.7543 11.7434 -0.5 -0.7 -0.3
```
Forces are in eV/Å.

* highest occupied orbital energy: -8.560 eV
* E_LUMO: -0.480 eV
* gap between HOMO and LUMO: 8.1 eV

What are the Mulliken partial charges on each atom? They are as follows, in elementary charge units: -0.284 -0.217 0.480 -0.923 0.984 -0.173 -1.179 0.329 0.993 -0.204 -0.977 0.379 0.472 -1.747 1.985 -1.746 -0.014 0.227 -0.627 -0.673 0.565 0.441 0.204 0.463 0.344 0.326 0.020 -1.386 0.406 -0.533 -0.812 -0.795 0.561 0.612 0.814 0.555 -1.100 -0.877 -1.328 0.180 0.527 0.105 0.384 0.494 0.474 0.208 0.468 0.289 0.114 0.419 0.229 0.305 0.368 0.358 -1.659 1.313 -0.748 0.323 -0.256 -1.080 -0.314 0.542 -0.466 -1.432 1.050 -0.582 -0.206 0.343 0.253 0.481 0.506 0.406 0.157 0.331 0.550

***

# 2
ORCA calculation (ωB97M-V with the def2-TZVPD basis set) on one molecule with the formula C20H20O4S2 at a distorted geometry.

The geometry in XYZ format:
```
46
Properties=species:S:1:pos:R:3:forces:R:3
O -3.1269 -1.9897 -2.1312 1.4 0.5 1.6
C -2.0041 -1.7754 -1.6965 -0.5 -2.1 0.2
O -1.4929 -2.2853 -0.4706 -0.2 1.6 -2.2
C -2.3418 -2.8864 0.5448 1.0 2.1 -0.4
C -1.5233 -2.8110 1.8234 -2.5 2.8 -0.3
C -1.5766 -1.3006 2.3331 1.5 -0.9 -0.4
C -0.7373 -1.0471 3.6344 -0.8 -0.6 0.2
C 0.8249 -1.0798 3.6417 0.1 -0.5 -0.3
C 1.6539 0.0855 3.0181 -0.7 -0.7 2.8
O 0.7929 0.8217 2.1446 0.7 -1.3 -0.1
C 1.2164 2.0253 1.9635 1.4 5.9 1.1
O 1.6129 2.8420 2.8354 -0.8 -3.0 -1.3
C 1.1339 2.6673 0.6081 0.4 0.0 -1.3
C 0.6353 3.9817 0.5739 -0.6 0.4 0.7
C 0.4006 4.6267 -0.6177 1.1 -1.2 -0.6
C 0.8064 4.0367 -1.7849 1.6 -3.4 1.0
C 1.4899 2.7995 -1.8553 -0.4 0.2 3.2
C 1.6996 2.1082 -0.5872 -1.9 2.8 -1.2
S 2.6350 0.6893 -0.5642 0.3 -1.6 0.1
S 1.0681 -0.6313 -0.4306 -1.4 -1.2 -0.1
C 0.3385 -0.8192 -2.0996 1.6 1.3 -2.4
C 1.2903 -0.4310 -3.1171 -0.7 -1.4 -2.1
C 1.0004 -0.6342 -4.5091 -0.5 -0.2 0.8
C -0.3108 -0.9819 -4.9520 2.2 0.5 1.5
C -1.2477 -1.2462 -4.0289 -0.4 -0.4 2.7
C -0.9256 -1.2218 -2.5932 -0.3 0.0 0.2
H -2.5981 -3.8302 0.1579 -0.6 -1.3 0.0
H -3.1876 -2.2042 0.6709 -0.4 -0.6 -0.1
H -0.5728 -3.1570 1.7657 3.2 -0.8 -1.0
H -1.9301 -3.4939 2.5228 -1.0 -0.3 1.2
H -2.5897 -1.1346 2.5911 -1.2 0.1 0.7
H -1.4547 -0.4957 1.5442 0.7 -1.3 0.6
H -1.1796 -1.7455 4.4094 0.9 0.4 -0.8
H -1.1437 -0.1210 3.9471 0.1 1.4 0.7
H 1.2880 -1.3296 4.6372 -0.8 0.4 -0.8
H 1.0669 -1.9088 3.0103 0.2 -1.0 -0.3
H 2.5421 -0.3266 2.5002 -0.6 0.5 -0.1
H 1.9759 0.7284 3.8808 -0.2 -0.2 -1.2
H 0.4221 4.5964 1.4706 0.1 -1.2 -0.3
H 0.0676 5.6060 -0.7124 -0.8 1.6 0.4
H 0.8324 4.4095 -2.7173 -0.8 2.3 -2.9
H 1.8469 2.4513 -2.8285 0.1 -0.1 0.6
H 2.3170 -0.1625 -2.8423 -0.6 -0.1 -0.2
H 1.7403 -0.6773 -5.3285 0.1 0.7 1.0
H -0.5467 -1.1544 -5.9578 0.0 0.0 -1.4
H -2.2084 -1.5933 -4.4044 0.0 0.1 0.8
```
Forces are in eV/Å.

* highest occupied orbital energy: -8.572 eV
* SMILES string: O=C1OCCCCCCOC(=O)c2ccccc2SSc2ccccc21
* E_LUMO: -0.072 eV
* gap between HOMO and LUMO: 8.5 eV

What are the natural (NBO) partial charges on each atom? They are as follows, in elementary charge units: -0.584 0.791 -0.554 -0.052 -0.418 -0.390 -0.402 -0.426 -0.084 -0.498 0.794 -0.592 -0.139 -0.143 -0.212 -0.193 -0.190 -0.225 0.193 0.146 -0.019 -0.278 -0.175 -0.240 -0.136 -0.230 0.193 0.186 0.208 0.206 0.197 0.223 0.207 0.209 0.219 0.198 0.197 0.213 0.241 0.218 0.207 0.230 0.229 0.219 0.215 0.240

***

# 3
ORCA calculation (ωB97M-V with the def2-TZVPD basis set) on a 2-piece molecular cluster, C2H9N2O overall at a distorted geometry.

The geometry in XYZ format:
```
14
Properties=species:S:1:pos:R:3:forces:R:3
C -0.1472 -1.0625 1.8812 -5.6 1.0 2.3
C 0.0154 0.0024 0.9579 1.5 3.4 -4.8
N -0.2934 1.2751 1.1780 -0.9 -1.7 1.5
N 0.2221 0.2090 -2.7101 -0.2 -0.1 0.8
O 0.6832 -0.2237 -0.1805 -0.6 -1.8 3.4
H 0.7729 -1.3375 2.0985 4.5 -1.6 1.5
H -0.6687 -1.9308 1.5048 -0.1 -0.1 -0.6
H -0.7470 -0.7297 2.8374 1.4 -0.6 -1.8
H -0.7958 1.5050 2.0428 0.3 0.1 -0.7
H -0.1526 1.9817 0.4837 0.2 0.2 -0.3
H -0.6173 0.6478 -3.1175 0.4 -0.8 0.6
H 0.9612 0.3376 -3.3738 0.5 -0.1 -0.3
H 0.1381 -0.7886 -2.4743 -0.5 0.4 -1.1
H 0.6290 0.1142 -1.1282 -0.8 1.5 -0.5
```
Forces are in eV/Å.

* highest occupied orbital energy: -15.250 eV
* charge: +1
* E_LUMO: -3.752 eV
* gap between HOMO and LUMO: 11.5 eV

What are the natural (NBO) partial charges on each atom? They are as follows, in elementary charge units: -0.707 0.754 -0.696 -1.089 -0.690 0.274 0.291 0.253 0.433 0.438 0.408 0.401 0.392 0.536